{"formula": "C53H55BaIN10O5S2", "method": "the ωB97M-V functional and the def2-TZVPD basis", "symbols": ["Ba", "I", "S", "S", "O", "O", "O", "O", "O", "N", "N", "N", "N", "N", "N", "N", "N", "N", "N", "C", "C", "C", "C", "C", "C", "C", "C", "C", "C", "C", "C", "C", "C", "C", "C", "C", "C", "C", "C", "C", "C", "C", "C", "C", "C", "C", "C", "C", "C", "C", "C", "C", "C", "C", "C", "C", "C", "C", "C", "C", "C", "C", "C", "C", "C", "C", "C", "C", "C", "C", "C", "C", "H", "H", "H", "H", "H", "H", "H", "H", "H", "H", "H", "H", "H", "H", "H", "H", "H", "H", "H", "H", "H", "H", "H", "H", "H", "H", "H", "H", "H", "H", "H", "H", "H", "H", "H", "H", "H", "H", "H", "H", "H", "H", "H", "H", "H", "H", "H", "H", "H", "H", "H", "H", "H", "H", "H"], "positions_angstrom": [[0.247864, 0.727980, 1.203876], [-0.896492, 1.338830, -2.585592], [-2.415977, -1.905217, -1.537638], [0.133273, -0.322966, 3.823492], [1.443895, 1.101336, -0.549148], [-0.021830, -1.695702, 4.240743], [-0.955018, 0.217596, 3.047593], [-6.588624, 3.207581, 0.947348], [3.853427, -1.817888, -4.882430], [3.455866, 3.449367, 3.769217], [0.693566, -1.697998, -2.454692], [-5.351394, 3.831205, -0.828031], [1.438101, -0.056164, 2.965274], [-0.535068, -3.573221, 0.228042], [4.345584, 1.793449, -2.551526], [-2.744166, 0.693228, 0.637725], [3.002009, -1.058290, 4.357502], [0.458728, 2.882129, 8.824160], [3.459012, -0.509399, 2.087482], [3.086917, 3.367134, -1.232216], [-0.425808, 1.905233, 5.389013], [2.420112, 0.934971, -1.361584], [-4.716323, -0.642587, 0.714272], [-1.381070, -4.277266, -0.537839], [2.651238, -0.322526, -1.995687], [3.314082, 1.979568, -1.752277], [-3.502167, 1.741016, 0.388162], [-0.613469, -0.885395, -6.312439], [-4.519202, 3.519207, -1.971775], [-3.118235, -4.387356, -2.226487], [0.874180, 0.840400, 7.605059], [2.774756, 3.119619, 2.518227], [0.546047, 6.150863, 2.496878], [-0.358506, 2.628216, 6.565477], [-2.275607, -6.441371, -1.320065], [-5.506140, 0.457570, 0.457306], [4.234417, -1.501703, 4.463201], [-0.609886, 5.647314, 1.929715], [4.743088, 2.802358, 3.853603], [-2.289359, -3.598917, -1.421432], [2.633126, -0.563021, 3.156548], [0.627111, -2.213870, -4.758994], [0.176428, 0.662312, 5.319728], [2.622163, 3.091628, 4.892685], [0.389133, 3.407435, 1.716547], [0.168186, -1.995972, -6.037600], [0.804877, 0.124455, 6.425946], [-3.330771, -0.487524, 0.793337], [-5.356646, 6.114016, 0.124989], [-1.401161, -5.707261, -0.504192], [1.541469, 3.958201, 2.298068], [1.621572, 5.298785, 2.667754], [-0.665510, 4.314927, 1.547392], [0.302258, -4.189474, 1.031183], [5.154444, -1.473764, 3.427601], [1.233747, -3.379405, 1.877219], [-4.892248, 1.701420, 0.277102], [-5.687021, 2.951351, 0.155457], [0.308529, 2.113318, 7.674619], [-3.251775, 4.365002, -2.055796], [0.347780, -1.320816, -3.705275], [4.069432, -1.826444, -3.479936], [0.344033, -5.592744, 1.142495], [-0.507769, -6.341933, 0.381491], [1.632820, -1.344070, -1.697616], [3.750561, -0.504438, -2.826651], [-0.906912, 0.004911, -5.296310], [4.579574, 0.586096, -3.050292], [4.679073, -0.957080, 2.229411], [-0.424299, -0.189096, -4.012796], [-3.119854, -5.769822, -2.175172], [-6.020972, 5.119774, -0.826175], [-6.025242, 5.513112, -1.846099], [-7.055513, 4.964128, -0.500770], [-5.159746, -1.617663, 0.852294], [5.135272, -2.052527, -3.362669], [-1.587617, 3.967480, 1.095978], [5.299693, -0.907906, 1.340561], [-0.193503, 3.645331, 8.917524], [5.217187, 3.074773, 4.800058], [-2.982155, 2.683751, 0.303753], [0.620466, 7.193671, 2.790775], [1.664560, 3.595495, 4.786225], [-0.812067, 3.608156, 6.635020], [0.601695, 2.356753, 9.671938], [2.142147, -3.946561, 2.086471], [-0.506851, -7.426191, 0.440168], [3.482572, 3.312593, 1.708620], [3.721548, 3.548841, -0.365490], [5.463724, 0.490384, -3.669182], [1.503918, -2.446107, 1.392821], [1.363514, 0.429309, 8.478826], [2.433576, 2.007743, 4.950677], [-5.880872, 7.067770, 0.092915], [6.164256, -1.831554, 3.536691], [-4.244267, 2.465237, -1.940212], [-5.402665, 5.723918, 1.137439], [1.206236, -3.098949, -4.534533], [1.230248, -0.860469, 6.331649], [-1.507868, 0.878940, -5.495643], [3.088624, 3.417438, 5.824965], [-5.119375, 3.684550, -2.877612], [4.500214, -1.908574, 5.435064], [-6.582741, 0.372574, 0.394581], [0.415841, -2.698720, -6.822290], [4.683213, 1.702774, 3.796857], [2.045686, 3.472975, -0.928148], [1.634955, -1.788742, -0.705878], [2.947423, -1.515443, -5.030540], [-0.997451, -0.711742, -7.306315], [-1.471471, 6.292373, 1.782494], [-4.315668, 6.270188, -0.143128], [-2.632502, 3.997573, -2.869786], [1.048539, -6.058588, 1.821441], [5.371512, 3.149446, 3.033335], [-3.489253, 5.412400, -2.231335], [-0.946918, 2.297442, 4.529914], [-2.670240, 4.278925, -1.142883], [-2.271462, -7.524476, -1.264981], [3.348010, 4.096212, -1.996232], [-3.784665, -3.872943, -2.904850], [0.760794, -3.131163, 2.830274], [2.540513, 5.665242, 3.107668], [-2.689236, -1.311821, 1.051570], [2.514097, 2.058665, 2.471880], [-3.802348, -6.330881, -2.804568], [3.484025, -2.634300, -3.014721]], "forces_ev_per_a": [[-3.0, 1.9, -5.5], [0.0, -0.7, -0.8], [0.0, 0.4, -0.2], [0.4, -1.2, 3.3], [2.5, 0.6, -2.8], [0.1, 0.2, 0.1], [-2.1, -0.6, 2.7], [-0.1, -0.1, 0.1], [-0.1, 0.0, -0.3], [0.1, -0.1, 0.0], [0.0, -0.7, 1.2], [0.0, 0.0, 0.0], [-0.7, -0.7, 2.8], [0.6, 0.5, 0.6], [0.3, 0.1, -0.1], [0.4, -0.2, 0.3], [-0.5, 0.2, -0.1], [0.0, 0.1, 0.2], [-0.8, 0.3, -0.2], [-0.2, -0.2, 0.0], [-0.1, 0.0, -0.1], [1.1, -0.3, -1.2], [0.0, 0.0, 0.0], [-0.3, -0.9, -0.3], [0.0, 0.9, 0.2], [-0.4, 0.1, 0.4], [-0.6, 0.3, -0.2], [-0.1, 0.0, -0.1], [0.3, 0.0, -0.3], [0.0, 0.1, 0.0], [-0.1, 0.1, -0.1], [0.2, 0.3, -0.1], [0.1, 0.2, 0.0], [0.0, 0.0, 0.1], [-0.3, -0.3, -0.2], [0.2, 0.2, 0.0], [0.5, -0.2, 0.1], [-0.4, 0.2, -0.1], [0.0, 0.1, 0.0], [-0.4, 0.3, -0.4], [2.1, -0.9, 0.8], [0.1, 0.1, 0.2], [0.0, -0.4, -0.5], [0.0, 0.1, 0.1], [0.0, 0.1, 0.3], [0.0, 0.1, -0.1], [0.1, -0.2, 0.2], [-0.4, 0.1, 0.3], [-0.1, -0.2, -0.2], [0.1, 0.3, 0.1], [-0.2, 0.4, 0.0], [0.2, 0.1, 0.0], [0.2, 0.0, 0.1], [-0.1, 0.1, -0.2], [-0.1, 0.0, 0.0], [0.0, -0.1, 0.2], [0.4, -0.4, 0.2], [-0.1, 0.1, 0.0], [0.0, -0.1, -0.1], [-0.2, -0.2, -0.1], [-0.2, 0.3, -1.0], [0.0, 0.0, 0.2], [-0.2, -0.4, -0.1], [0.2, 0.1, 0.2], [-0.2, 0.1, -0.3], [0.1, -0.1, 0.0], [0.1, 0.1, 0.1], [0.0, -0.2, 0.0], [0.4, -0.2, 0.1], [-0.1, 0.5, 0.5], [0.1, -0.5, 0.2], [-0.2, 0.2, 0.3], [0.0, -0.1, 0.0], [0.1, 0.0, -0.2], [0.1, -0.1, 0.0], [-0.2, 0.0, 0.1], [-0.3, 0.0, 0.0], [0.1, 0.0, 0.0], [0.0, -0.1, 0.1], [0.1, -0.1, 0.0], [0.0, 0.2, -0.1], [0.0, 0.0, 0.0], [0.0, 0.0, 0.1], [0.0, 0.1, -0.1], [-0.1, 0.1, 0.0], [0.1, 0.1, 0.0], [0.0, 0.0, 0.0], [0.1, -0.1, 0.0], [0.0, 0.1, 0.1], [0.0, -0.1, -0.1], [0.0, 0.1, -0.1], [0.1, -0.1, 0.0], [0.1, 0.0, 0.0], [0.0, 0.1, 0.0], [0.1, -0.1, 0.0], [-0.1, 0.1, 0.0], [0.0, 0.0, 0.1], [0.0, -0.1, 0.1], [0.1, -0.1, 0.1], [-0.1, 0.1, 0.0], [0.0, 0.0, 0.1], [0.1, -0.1, 0.0], [0.1, 0.0, 0.0], [-0.1, 0.0, 0.0], [0.0, -0.1, 0.0], [0.0, -0.1, 0.0], [0.0, 0.2, 0.1], [0.0, -0.1, 0.2], [0.0, 0.0, 0.0], [0.0, 0.0, -0.1], [0.0, 0.1, 0.0], [0.1, 0.1, 0.0], [0.1, 0.1, -0.1], [0.0, 0.0, 0.0], [0.1, 0.0, 0.0], [0.1, 0.1, 0.0], [0.0, 0.1, -0.2], [0.1, 0.1, 0.2], [0.0, 0.0, 0.0], [0.0, 0.0, -0.1], [0.0, 0.1, 0.0], [0.1, 0.0, -0.1], [0.1, 0.1, 0.1], [0.0, -0.1, 0.0], [0.1, -0.1, 0.0], [0.0, 0.0, -0.1], [0.1, 0.1, 0.0]], "gap_ev": 5.08, "mol_weight_g_mol": 1240.5, "energy_ev": -111458.1178, "relative_energy_kcal_mol": 88.64, "multiplicity": 1, "charge": -2}